{"formula": "C6H10O", "method": "ωB97M-V/def2-TZVPD", "elements": ["C", "C", "C", "C", "C", "C", "O", "H", "H", "H", "H", "H", "H", "H", "H", "H", "H"], "coordinates": [[0.826, 0.832, -0.814], [-0.634, 1.019, -0.629], [1.404, 0.221, 0.237], [-1.203, 0.006, -0.051], [2.793, -0.311, 0.259], [-2.623, 0.029, 0.307], [-0.719, -1.245, -0.117], [1.390, 0.995, -1.699], [-0.986, 2.099, -0.704], [0.815, 0.345, 1.120], [3.189, -0.204, -0.722], [2.739, -1.327, 0.405], [3.344, 0.232, 1.028], [-3.264, -0.227, -0.532], [-3.001, 1.024, 0.493], [-3.033, -0.419, 1.208], [-0.952, -1.879, 0.637]], "forces_ev_per_a": [[0.0, -1.0, 1.3], [2.8, 3.5, -0.8], [0.6, 1.8, -1.3], [-3.3, -1.1, 0.6], [-0.9, 2.3, 0.2], [-2.4, 1.4, 0.4], [0.8, -3.0, 1.2], [0.1, 0.1, -0.9], [-0.3, -1.9, 0.1], [0.0, -0.7, 0.8], [0.8, 0.4, -0.7], [0.2, -2.5, 0.9], [0.4, -0.4, -0.1], [0.1, -0.8, -0.2], [0.4, 0.9, -0.1], [0.7, -1.0, 0.1], [0.1, 1.9, -1.5]], "nbo_charge": [-0.2463, -0.3053, -0.1156, 0.3000, -0.6455, -0.6794, -0.6986, 0.1961, 0.2217, 0.1825, 0.2092, 0.2136, 0.2137, 0.2263, 0.2218, 0.2157, 0.4901], "lumo_ev": 0.8, "energy_ha": -309.760239, "homo_energy_ev": -8.057}

{"formula": "C15H40ClO9", "method": "ωB97M-V/def2-TZVPD", "elements": ["Cl", "O", "O", "O", "O", "C", "C", "C", "O", "H", "H", "H", "H", "H", "H", "H", "H", "C", "C", "C", "O", "H", "H", "H", "H", "H", "H", "H", "H", "C", "C", "C", "O", "H", "H", "H", "H", "H", "H", "H", "H", "C", "C", "C", "O", "H", "H", "H", "H", "H", "H", "H", "H", "C", "C", "C", "O", "H", "H", "H", "H", "H", "H", "H", "H"], "coordinates": [[-0.205, 1.399, -0.041], [0.172, 2.604, 0.732], [-1.016, 1.621, -1.218], [1.085, 0.768, -0.449], [-0.811, 0.447, 0.895], [-2.351, -0.416, -0.476], [-2.904, -0.225, -1.919], [-4.430, -0.206, -2.006], [-2.434, 1.057, -2.189], [-1.266, -0.311, -0.457], [-2.668, -1.372, -0.057], [-2.639, 0.268, 0.322], [-2.461, -0.914, -2.640], [-4.944, 0.707, -1.706], [-4.732, -1.161, -1.578], [-4.753, -0.282, -3.044], [-1.569, 1.111, -1.776], [-0.573, -1.054, 2.700], [-2.001, -0.347, 2.802], [-2.526, -0.359, 4.243], [-1.678, 0.908, 2.478], [0.143, -0.443, 3.251], [-0.197, -1.210, 1.689], [-0.672, -2.018, 3.198], [-2.716, -0.852, 2.153], [-3.334, 0.328, 4.493], [-1.857, -0.159, 5.080], [-2.608, -1.431, 4.422], [-1.066, 0.936, 1.738], [0.651, -3.057, 1.025], [0.057, -2.847, -0.360], [0.447, -1.549, -0.927], [0.527, -3.732, -1.305], [0.199, -3.892, 1.561], [0.473, -2.209, 1.686], [1.716, -3.283, 0.966], [-1.029, -2.777, -0.296], [1.527, -1.405, -0.912], [-0.041, -0.728, -0.401], [0.195, -1.485, -1.986], [1.482, -3.656, -1.370], [2.061, 3.842, -3.305], [1.156, 2.839, -2.538], [1.042, 1.498, -3.304], [1.785, 2.593, -1.313], [1.727, 4.112, -4.307], [3.073, 3.458, -3.427], [2.159, 4.791, -2.778], [0.193, 3.209, -2.189], [0.704, 0.635, -2.730], [2.027, 1.194, -3.657], [0.405, 1.689, -4.168], [1.260, 1.884, -0.935], [1.868, -0.824, 0.897], [2.578, 0.136, 1.864], [4.101, 0.149, 1.543], [2.167, 1.487, 1.689], [1.799, -0.410, -0.109], [0.856, -0.891, 1.296], [2.413, -1.761, 0.782], [2.490, -0.165, 2.908], [4.513, -0.814, 1.846], [4.644, 0.880, 2.141], [4.285, 0.274, 0.476], [1.505, 1.421, 0.996]], "forces_ev_per_a": [[2.4, 2.7, 2.8], [-2.7, -1.9, -1.8], [12.1, 9.2, 11.3], [-4.8, 1.0, -0.1], [7.3, -0.8, -10.6], [-1.9, -2.0, -1.3], [-0.5, 2.1, 1.7], [0.3, -1.2, -1.1], [-8.7, -2.1, -7.2], [-3.1, -2.0, -1.6], [0.4, -0.5, -0.1], [-1.2, 0.4, -1.1], [-0.1, -0.7, 0.1], [0.4, -0.2, 0.9], [-0.8, 0.3, 0.5], [0.3, -0.1, -0.4], [-4.3, -5.5, -5.5], [-2.6, -0.9, 2.1], [2.7, -0.3, 1.8], [0.8, -1.3, 0.4], [-6.1, 4.9, 7.5], [-0.1, 0.1, 0.0], [-2.6, 0.7, 1.5], [0.3, -0.3, 0.0], [-0.3, -0.1, -0.2], [-0.6, -0.6, -0.7], [1.1, 0.6, -0.6], [-1.5, -0.2, 0.3], [-0.8, 2.8, 4.6], [-0.5, -2.1, 0.6], [0.5, 1.3, 0.8], [-0.5, 0.8, -1.6], [-0.4, -3.0, -1.0], [-0.3, -0.5, -0.3], [1.0, -2.8, -0.8], [-0.2, -0.2, 0.0], [-0.1, -1.0, -0.3], [-0.9, -1.0, -1.0], [1.3, -2.1, -0.9], [-0.7, -0.2, -0.1], [0.0, 0.2, 0.1], [-0.6, 0.1, 0.0], [1.4, -0.2, -0.1], [0.0, 0.7, -0.6], [2.3, 3.3, -1.7], [-0.4, -0.2, -0.1], [0.0, -0.3, 0.2], [-0.1, -0.1, 0.3], [-0.4, 0.6, -1.4], [-0.4, 0.4, -0.1], [0.2, 0.2, -0.1], [-0.1, -0.4, -0.1], [2.7, 1.6, -1.4], [3.3, 1.2, 2.2], [2.5, 0.4, -1.2], [-0.4, -0.9, 0.7], [-0.1, -0.9, 1.0], [2.2, -1.0, 2.7], [2.3, 0.6, -1.3], [0.0, 0.5, 0.8], [-0.4, 0.0, 0.2], [0.2, -0.3, -0.1], [-0.2, 0.3, -0.2], [-0.1, 0.3, 0.0], [1.4, 0.7, 1.0]], "nbo_charge": [2.4800, -0.7034, -0.7018, -0.7884, -0.7462, -0.6611, 0.0875, -0.6232, -0.7470, 0.2009, 0.1899, 0.2184, 0.1486, 0.2189, 0.1908, 0.1946, 0.4148, -0.6314, 0.1070, -0.6246, -0.7690, 0.2205, 0.2057, 0.1872, 0.1415, 0.2174, 0.2006, 0.1890, 0.4384, -0.6290, 0.0726, -0.6292, -0.7186, 0.1925, 0.2300, 0.1853, 0.1843, 0.2005, 0.1995, 0.2132, 0.4584, -0.6171, 0.0813, -0.6447, -0.7521, 0.1902, 0.2033, 0.2092, 0.1711, 0.2114, 0.1969, 0.2044, 0.4109, -0.6624, 0.1066, -0.6135, -0.7353, 0.2499, 0.2070, 0.1929, 0.1419, 0.1760, 0.2034, 0.2012, 0.4528], "lumo_ev": 2.9, "energy_ha": -1731.858931, "charge": -1, "homo_energy_ev": -5.874}